Here is a molecular structure, C36H81ClF3N3O10RbSZr at a distorted geometry from the OMol25 dataset. Energies are from ωB97M-V with the def2-TZVPD basis set.

Its HOMO energy is -6.0 eV. Its charge is -1. For the max |F|, the calculation gives 0.077 hartree/bohr. The multiplicity is 1.

Geometry (Å):
Zr1 -2.728 -2.699 -0.023
Rb1 0.331 -1.466 1.730
F1 -4.441 -1.784 -0.369
F2 -1.499 -1.294 -0.537
F3 -2.657 -3.171 -1.929
S1 -3.196 -2.027 2.861
O1 -4.352 -1.246 3.364
O2 -2.273 -2.516 3.814
O3 -3.481 -3.202 1.962
O4 -2.441 -1.218 1.805
Cl1 -0.675 -4.185 0.503
C1 1.210 0.215 7.405
C2 -0.291 0.219 7.177
C3 -0.926 1.361 7.980
C4 -0.682 2.729 7.380
C5 -1.220 2.734 5.974
C6 -0.707 1.620 5.074
N1 -0.753 0.319 5.763
O5 -0.246 -0.683 4.934
C7 -1.651 1.529 3.871
C8 0.705 1.961 4.658
C9 -0.828 -1.089 7.728
H1 1.367 -0.096 8.450
H2 1.721 1.164 7.216
H3 1.694 -0.556 6.798
H4 -2.004 1.263 7.930
H5 -0.592 1.305 9.023
H6 0.414 3.015 7.500
H7 -1.282 3.478 7.985
H8 -0.998 3.671 5.442
H9 -2.286 2.685 6.093
H10 -1.205 0.888 3.072
H11 -2.601 0.979 4.131
H12 -1.869 2.473 3.432
H13 0.819 2.954 4.312
H14 1.373 1.935 5.501
H15 1.098 1.309 3.863
H16 -0.290 -1.885 7.188
H17 -1.929 -1.174 7.537
H18 -0.670 -1.151 8.796
H19 -1.034 -1.177 4.634
C10 3.616 -0.928 3.149
C11 4.237 -0.545 1.794
C12 5.264 -1.712 1.420
C13 5.526 -1.988 -0.101
C14 4.298 -1.974 -0.943
C15 3.414 -0.782 -0.653
N2 3.100 -0.649 0.793
O6 2.209 0.434 1.049
C16 4.009 0.526 -1.254
C17 2.039 -1.045 -1.367
C18 4.861 0.784 1.861
H20 2.999 -0.113 3.562
H21 4.351 -1.176 3.940
H22 2.975 -1.792 2.898
H23 6.260 -1.435 1.887
H24 4.967 -2.637 1.908
H25 6.119 -2.917 -0.156
H26 6.163 -1.195 -0.507
H27 3.694 -2.914 -0.701
H28 4.583 -1.969 -2.003
H29 4.995 0.654 -0.830
H30 4.078 0.502 -2.330
H31 3.479 1.380 -0.826
H32 1.719 -2.069 -1.169
H33 1.297 -0.392 -0.956
H34 2.149 -0.979 -2.444
H35 5.540 0.744 2.743
H36 4.183 1.592 2.108
H37 5.493 1.024 0.999
H38 2.624 1.234 0.684
C19 -0.108 3.588 -5.310
C20 0.399 2.367 -6.106
C21 1.974 2.355 -6.011
C22 2.535 1.025 -6.433
C23 1.841 -0.016 -5.589
C24 0.316 -0.106 -5.714
N3 -0.146 1.231 -5.388
O7 -1.562 1.280 -5.475
C25 -0.092 -0.608 -7.058
C26 -0.220 -1.055 -4.662
C27 -0.024 2.505 -7.576
H39 0.452 4.539 -5.637
H40 -0.020 3.432 -4.221
H41 -1.161 3.744 -5.594
H42 2.259 3.126 -6.722
H43 2.332 2.569 -4.966
H44 3.595 0.918 -6.151
H45 2.483 0.840 -7.568
H46 2.159 0.233 -4.547
H47 2.340 -0.969 -5.825
H48 0.432 -0.158 -7.934
H49 0.025 -1.674 -7.107
H50 -1.133 -0.478 -7.231
H51 0.711 -1.534 -4.382
H52 -0.614 -0.531 -3.737
H53 -0.941 -1.793 -4.985
H54 0.285 3.461 -8.032
H55 -1.088 2.423 -7.738
H56 0.491 1.785 -8.219
H57 -1.814 0.991 -4.619
C28 -0.211 3.114 0.471
C29 0.082 3.501 -1.019
C30 1.057 4.702 -1.148
O8 0.670 2.495 -1.752
H58 -0.454 3.988 1.079
H59 0.806 2.725 0.858
H60 -0.969 2.317 0.557
H61 -0.876 3.752 -1.488
H62 1.114 4.961 -2.185
H63 2.048 4.466 -0.843
H64 0.779 5.606 -0.571
H65 0.042 1.785 -1.796
C31 -4.463 0.217 -3.418
C32 -3.435 1.120 -2.673
C33 -3.899 1.537 -1.277
O9 -2.141 0.491 -2.632
H66 -4.113 0.113 -4.438
H67 -5.432 0.679 -3.339
H68 -4.553 -0.777 -2.925
H69 -3.266 2.071 -3.209
H70 -3.064 2.000 -0.736
H71 -4.328 0.705 -0.744
H72 -4.627 2.278 -1.407
H73 -2.209 -0.322 -2.168
C34 -5.523 -5.813 1.162
C35 -4.098 -5.851 0.429
C36 -3.899 -7.039 -0.399
O10 -3.965 -4.689 -0.392
H74 -6.305 -5.707 0.392
H75 -5.519 -5.026 1.914
H76 -5.664 -6.828 1.533
H77 -3.333 -5.751 1.219
H78 -4.598 -7.117 -1.263
H79 -4.046 -7.976 0.150
H80 -2.885 -7.071 -0.767
H81 -3.590 -4.997 -1.218

Results of the Mulliken charge analysis, in e, for atoms 1 through 99:
1 Zr 1.851
2 Rb 0.289
3 F -0.671
4 F -0.030
5 F -0.810
6 S 0.929
7 O -0.703
8 O -0.897
9 O -0.339
10 O -0.608
11 Cl -0.661
12 C -1.640
13 C 1.519
14 C -1.403
15 C -0.369
16 C -1.420
17 C 2.124
18 N 0.326
19 O -0.061
20 C -1.923
21 C -1.462
22 C -2.004
23 H 0.457
24 H 0.335
25 H 0.269
26 H 0.389
27 H 0.427
28 H 0.263
29 H 0.378
30 H 0.405
31 H 0.377
32 H 0.046
33 H 0.354
34 H 0.490
35 H 0.553
36 H 0.277
37 H -0.115
38 H 0.385
39 H 0.370
40 H 0.478
41 H 0.279
42 C -1.675
43 C 1.916
44 C -1.153
45 C -0.766
46 C -0.923
47 C 1.431
48 N 0.541
49 O 0.683
50 C -1.627
51 C -1.918
52 C -1.808
53 H 0.116
54 H 0.397
55 H 0.256
56 H 0.309
57 H 0.452
58 H 0.399
59 H 0.343
60 H 0.331
61 H 0.362
62 H 0.358
63 H 0.550
64 H 0.097
65 H 0.298
66 H 0.140
67 H 0.272
68 H 0.528
69 H 0.219
70 H 0.355
71 H -0.119
72 C -1.666
73 C 1.448
74 C -1.165
75 C -0.517
76 C -1.409
77 C 2.474
78 N 1.042
79 O -0.699
80 C -2.128
81 C -1.423
82 C -1.822
83 H 0.398
84 H 0.097
85 H 0.391
86 H 0.525
87 H 0.114
88 H 0.451
89 H 0.300
90 H -0.044
91 H 0.542
92 H 0.199
93 H 0.540
94 H 0.432
95 H 0.407
96 H -0.198
97 H 0.333
98 H 0.455
99 H 0.279

Here is 5 unconnected molecules or ions with the total composition C36H81N3O12PS at a distorted geometry from the OMol25 dataset. Energies are from ωB97M-V with the def2-TZVPD basis set.

Its HOMO energy is -11.5 eV. Its charge is +1. For the max |F|, the calculation gives 0.167 hartree/bohr. The multiplicity is 1.

Geometry (Å):
C1 0.230 2.466 5.267
C2 0.834 3.013 3.845
C3 -0.264 2.942 2.585
N1 0.194 1.842 1.687
C4 -0.811 0.809 1.338
O1 -0.829 -0.162 2.436
C5 -1.303 -1.492 2.036
P1 -1.087 -2.522 3.673
O2 -2.698 -2.855 4.342
O3 -0.290 -1.528 4.911
S1 -0.199 -4.217 3.487
C6 -0.656 -2.161 0.709
C7 -1.854 -3.000 -0.044
C8 -2.941 -3.776 0.873
O4 -4.225 -3.026 1.090
C9 -5.368 -3.951 1.131
C10 -6.773 -3.501 0.343
O5 -5.362 -5.107 1.798
N2 0.108 -1.167 -0.212
C11 1.564 -1.043 0.113
C12 2.118 -1.008 1.633
O6 2.239 -2.347 2.303
C13 0.091 -1.744 -1.649
C14 1.178 -1.165 -2.715
C15 2.431 -2.224 -3.052
O7 3.639 -1.404 -3.246
C16 4.282 -1.056 -1.969
C17 -0.726 0.094 -0.123
C18 -0.479 1.262 -1.237
C19 -1.630 2.477 -1.147
C20 -1.035 3.901 -0.600
C21 -2.155 4.813 0.242
N3 -3.022 3.994 1.171
C22 -4.423 3.803 0.552
C23 -3.304 4.692 2.486
C24 -3.724 3.760 3.810
O8 -3.298 6.014 2.696
H1 -0.217 1.384 5.208
H2 -0.534 3.281 5.650
H3 1.135 2.498 6.045
H4 1.791 2.361 3.562
H5 1.242 4.130 3.923
H6 -1.286 2.631 3.063
H7 -0.250 4.022 2.116
H8 0.906 2.083 0.989
H9 -1.881 1.340 1.385
H10 -2.486 -1.318 1.977
H11 -3.279 -2.032 4.238
H12 -0.224 -2.086 5.751
H13 0.170 -3.000 0.915
H14 -1.350 -3.871 -0.692
H15 -2.482 -2.300 -0.780
H16 -2.578 -4.204 1.893
H17 -3.296 -4.732 0.246
H18 -7.631 -4.308 0.474
H19 -6.609 -3.287 -0.796
H20 -7.211 -2.502 0.826
H21 2.085 -2.035 -0.310
H22 2.040 -0.057 -0.370
H23 1.721 -0.176 2.344
H24 3.276 -0.713 1.504
H25 2.572 -2.171 3.248
H26 0.348 -2.913 -1.646
H27 -0.966 -1.529 -2.162
H28 0.633 -1.060 -3.774
H29 1.602 -0.095 -2.496
H30 2.228 -2.786 -4.084
H31 2.584 -3.022 -2.192
H32 3.888 -0.017 -1.534
H33 4.210 -1.897 -1.149
H34 5.451 -0.884 -2.145
H35 -1.846 -0.255 -0.367
H36 -0.647 0.851 -2.346
H37 0.609 1.694 -1.207
H38 -2.049 2.704 -2.242
H39 -2.551 2.057 -0.553
H40 0.000 3.826 -0.040
H41 -0.807 4.559 -1.572
H42 -1.493 5.591 0.859
H43 -2.831 5.463 -0.465
H44 -4.739 2.667 0.697
H45 -5.184 4.469 1.145
H46 -4.433 3.993 -0.609
H47 -3.459 2.611 3.633
H48 -3.065 4.075 4.754
H49 -4.857 3.846 4.089
C25 5.769 0.801 -6.418
C26 4.300 1.063 -6.125
C27 3.406 0.052 -6.824
O9 3.959 2.376 -6.562
H50 5.975 0.882 -7.492
H51 6.400 1.544 -5.919
H52 6.067 -0.196 -6.079
H53 4.127 1.023 -5.044
H54 3.528 0.106 -7.912
H55 2.351 0.260 -6.614
H56 3.633 -0.968 -6.497
H57 4.109 2.422 -7.521
C28 10.269 -1.887 -1.998
C29 8.800 -1.624 -1.705
C30 7.906 -2.636 -2.404
O10 8.459 -0.311 -2.142
H58 10.475 -1.806 -3.071
H59 10.900 -1.144 -1.499
H60 10.567 -2.884 -1.659
H61 8.627 -1.665 -0.624
H62 8.028 -2.582 -3.491
H63 6.851 -2.427 -2.194
H64 8.133 -3.656 -2.077
H65 8.609 -0.266 -3.101
C31 -4.986 -2.523 9.021
C32 -3.613 -1.976 8.669
C33 -3.473 -1.749 7.172
O11 -2.613 -2.895 9.102
H66 -5.160 -3.490 8.535
H67 -5.068 -2.693 10.100
H68 -5.777 -1.832 8.715
H69 -3.444 -1.033 9.201
H70 -3.593 -2.688 6.620
H71 -2.476 -1.366 6.932
H72 -4.219 -1.034 6.810
H73 -2.754 -3.734 8.634
C34 -3.366 1.582 -6.985
C35 -3.072 2.067 -5.574
C36 -2.171 3.291 -5.585
O12 -2.440 1.023 -4.838
H74 -2.443 1.294 -7.500
H75 -4.005 0.693 -6.961
H76 -3.866 2.358 -7.572
H77 -4.011 2.306 -5.063
H78 -1.206 3.064 -6.051
H79 -1.958 3.622 -4.563
H80 -2.636 4.118 -6.131
H81 -1.605 0.804 -5.284

Results of the Mulliken charge analysis, in e, for atoms 1 through 99:
1 C -0.783
2 C -0.554
3 C 0.529
4 N 0.225
5 C -1.548
6 O 0.021
7 C -0.289
8 P 0.667
9 O -0.450
10 O -0.566
11 S -0.303
12 C -0.203
13 C -0.246
14 C -0.616
15 O -0.234
16 C 0.569
17 C -0.909
18 O -0.501
19 N 1.370
20 C 0.160
21 C -0.702
22 O -0.558
23 C -0.603
24 C 0.032
25 C -0.666
26 O -0.304
27 C -0.328
28 C -0.919
29 C -0.461
30 C 0.028
31 C -0.525
32 C -1.020
33 N 0.353
34 C -0.843
35 C 0.273
36 C -0.570
37 O -0.567
38 H 0.074
39 H 0.227
40 H 0.351
41 H 0.235
42 H 0.323
43 H -0.476
44 H 0.079
45 H 0.515
46 H 0.192
47 H 0.413
48 H 0.334
49 H 0.337
50 H 0.463
51 H 0.310
52 H 0.062
53 H 0.145
54 H 0.536
55 H 0.305
56 H 0.260
57 H 0.263
58 H 0.059
59 H -0.079
60 H 0.294
61 H 0.411
62 H 0.383
63 H 0.393
64 H 0.224
65 H 0.179
66 H 0.040
67 H 0.286
68 H 0.403
69 H 0.136
70 H 0.318
71 H 0.082
72 H 0.405
73 H 0.024
74 H 0.362
75 H -0.053
76 H 0.153
77 H 0.318
78 H 0.443
79 H 0.317
80 H 0.503
81 H 0.184
82 H 0.382
83 H 0.325
84 H 0.015
85 H 0.241
86 H 0.306
87 C -1.257
88 C 0.669
89 C -1.098
90 O -0.566
91 H 0.365
92 H 0.328
93 H 0.314
94 H -0.028
95 H 0.406
96 H 0.213
97 H 0.283
98 H 0.365
99 C -1.318